# 1
{
  "formula": "C49H43BrN6O2SW",
  "method": "the ωB97M-V functional and the def2-TZVPD basis",
  "multiplicity": 1,
  "gap_ev": 3.963,
  "charge": 4,
  "fmax_ev_per_a": 4.57,
  "species": ["W", "O", "C", "C", "C", "C", "C", "C", "C", "C", "C", "O", "C", "C", "C", "C", "C", "C", "C", "C", "C", "C", "C", "C", "N", "C", "C", "C", "C", "C", "C", "C", "C", "C", "C", "C", "C", "H", "H", "H", "H", "H", "H", "H", "H", "H", "H", "H", "H", "H", "H", "H", "H", "H", "H", "H", "H", "H", "H", "H", "H", "H", "H", "H", "Br", "C", "C", "C", "C", "C", "C", "N", "C", "C", "C", "C", "C", "C", "N", "H", "H", "H", "H", "H", "H", "H", "H", "H", "C", "C", "C", "N", "N", "C", "N", "S", "H", "H", "H", "H", "H", "H", "H"],
  "coordinates": [[-0.04, -0.20, -0.03], [-1.38, 0.90, -0.01], [-2.12, 1.83, -0.76], [-1.54, 3.20, -0.37], [-0.09, 3.33, -0.82], [0.29, 4.58, -1.27], [1.59, 4.80, -1.71], [2.45, 3.73, -1.70], [2.02, 2.49, -1.23], [3.07, 1.40, -1.33], [2.90, 0.14, -0.47], [1.57, -0.34, -0.68], [3.00, 0.38, 1.03], [3.00, 1.66, 1.61], [3.19, 1.81, 2.98], [3.38, 0.71, 3.79], [3.39, -0.56, 3.23], [3.21, -0.72, 1.87], [3.94, -0.87, -0.96], [3.58, -1.79, -1.94], [4.51, -2.69, -2.43], [5.82, -2.66, -1.96], [6.19, -1.73, -0.99], [5.25, -0.84, -0.50], [0.76, 2.26, -0.78], [-3.60, 1.59, -0.41], [-4.13, 2.05, 0.79], [-5.42, 1.70, 1.16], [-6.19, 0.89, 0.34], [-5.67, 0.44, -0.86], [-4.38, 0.78, -1.23], [-1.84, 1.61, -2.25], [-0.96, 0.63, -2.71], [-0.72, 0.48, -4.07], [-1.32, 1.33, -4.98], [-2.18, 2.32, -4.54], [-2.45, 2.45, -3.18], [-1.59, 3.32, 0.71], [-2.12, 4.00, -0.82], [-0.42, 5.39, -1.29], [1.90, 5.77, -2.06], [3.46, 3.83, -2.06], [4.05, 1.83, -1.11], [3.09, 1.09, -2.38], [2.91, 2.54, 1.00], [3.22, 2.81, 3.39], [3.57, 0.84, 4.85], [3.61, -1.42, 3.85], [3.32, -1.70, 1.42], [2.56, -1.79, -2.32], [4.23, -3.41, -3.18], [6.55, -3.35, -2.36], [7.20, -1.70, -0.63], [5.55, -0.11, 0.25], [-3.56, 2.70, 1.44], [-5.84, 2.09, 2.07], [-7.20, 0.62, 0.63], [-6.28, -0.14, -1.53], [-3.99, 0.44, -2.18], [-0.44, -0.10, -1.98], [-0.06, -0.30, -4.42], [-1.13, 1.20, -6.03], [-2.65, 2.99, -5.25], [-3.16, 3.20, -2.85], [-0.51, 3.92, 6.20], [-0.38, 2.52, 4.94], [-0.58, 1.19, 5.34], [-0.40, 0.16, 4.44], [-0.05, 0.43, 3.11], [0.06, 1.78, 2.70], [-0.09, 2.80, 3.60], [0.22, -0.54, 2.14], [0.54, -1.78, 2.51], [0.77, -2.79, 1.53], [1.22, -4.08, 1.85], [1.46, -4.98, 0.82], [1.22, -4.58, -0.50], [0.74, -3.31, -0.73], [0.52, -2.41, 0.24], [-0.85, 0.98, 6.36], [-0.58, -0.85, 4.77], [0.34, 1.98, 1.65], [0.05, 3.83, 3.30], [0.64, -2.04, 3.56], [1.38, -4.37, 2.88], [1.82, -5.97, 1.03], [1.40, -5.26, -1.32], [0.51, -2.98, -1.74], [-2.97, -4.48, -2.23], [-2.82, -2.96, -2.42], [-2.82, -2.31, -1.09], [-1.81, -1.65, -0.57], [-1.97, -1.35, 0.76], [-3.15, -1.73, 1.23], [-3.57, -1.54, 2.47], [-4.12, -2.55, 0.03], [-2.84, -4.98, -3.19], [-3.96, -4.73, -1.87], [-2.23, -4.86, -1.53], [-3.65, -2.60, -3.03], [-1.89, -2.73, -2.94], [-3.02, -1.01, 3.14], [-4.48, -1.86, 2.76]]
}

# 2
{
  "formula": "C2H6S2",
  "method": "the ωB97M-V functional and the def2-TZVPD basis",
  "multiplicity": 1,
  "gap_ev": 10.075,
  "charge": 0,
  "fmax_ev_per_a": 2.74,
  "smiles": "SCCS",
  "species": ["C", "C", "H", "H", "H", "H", "H", "H", "S", "S"],
  "coordinates": [[0.79, -0.24, 0.11], [-0.63, 0.26, -0.33], [2.16, -2.57, 0.05], [1.49, 0.34, -0.53], [0.80, 0.05, 1.13], [-1.40, -0.23, 0.17], [-1.01, 0.20, -1.29], [-1.08, 1.89, 1.43], [0.94, -2.02, -0.14], [-1.05, 2.03, 0.17]]
}

# 3
{
  "formula": "C2H10NO",
  "method": "the ωB97M-V functional and the def2-TZVPD basis",
  "multiplicity": 1,
  "gap_ev": 11.582,
  "charge": 1,
  "fmax_ev_per_a": 1.40,
  "species": ["C", "N", "H", "H", "H", "H", "H", "H", "C", "O", "H", "H", "H", "H"],
  "coordinates": [[-0.58, -2.02, 0.10], [0.18, -1.20, -0.84], [1.16, -1.00, -0.60], [0.18, -1.58, -1.78], [-0.23, -0.25, -0.91], [-0.46, -1.63, 1.09], [-0.37, -3.08, 0.06], [-1.63, -1.92, -0.13], [0.39, 2.15, 0.87], [-0.13, 1.48, -0.30], [-0.20, 2.12, -1.01], [-0.39, 2.68, 1.38], [1.19, 2.85, 0.60], [0.89, 1.41, 1.46]]
}

# 4
{
  "formula": "C6H11NO",
  "method": "the ωB97M-V functional and the def2-TZVPD basis",
  "multiplicity": 1,
  "gap_ev": 9.146,
  "charge": 0,
  "fmax_ev_per_a": 3.91,
  "smiles": "[H]/N=C/OC(C)=C(C)C",
  "species": ["C", "C", "C", "C", "C", "C", "O", "N", "H", "H", "H", "H", "H", "H", "H", "H", "H", "H", "H"],
  "coordinates": [[-0.48, -1.75, -0.87], [0.94, 1.81, -0.11], [1.84, -0.51, 0.43], [-0.34, -0.27, -0.71], [0.70, 0.33, -0.06], [-1.93, 0.62, 0.35], [-1.44, 0.46, -1.08], [-2.13, -0.26, 1.21], [-2.81, -0.04, 1.92], [-2.30, 1.65, 0.31], [-1.40, -1.97, -1.42], [-0.57, -2.23, 0.10], [0.38, -2.18, -1.42], [1.51, -1.21, 1.20], [1.18, 2.18, 0.90], [0.09, 2.35, -0.52], [1.81, 2.03, -0.73], [2.64, 0.11, 0.85], [2.29, -1.10, -0.37]]
}

# 5
{
  "formula": "C3H10N",
  "method": "the ωB97M-V functional and the def2-TZVPD basis",
  "multiplicity": 2,
  "gap_ev": [8.320, 9.559],
  "charge": 0,
  "fmax_ev_per_a": 1.36,
  "species": ["C", "H", "H", "H", "H", "C", "C", "N", "H", "H", "H", "H", "H", "H"],
  "coordinates": [[-0.06, -1.98, -2.97], [-1.13, -1.78, -3.05], [-0.01, -2.53, -2.07], [0.47, -1.05, -2.90], [0.31, -2.52, -3.83], [0.51, 1.71, 2.50], [-0.45, 0.69, 0.38], [-0.02, 0.63, 1.69], [1.52, 1.48, 2.81], [-0.03, 1.81, 3.44], [0.47, 2.66, 1.99], [-1.36, 1.21, 0.09], [-0.10, -0.10, -0.28], [-0.11, -0.24, 2.18]]
}

# 6
{
  "formula": "C4H5NO2S",
  "method": "the ωB97M-V functional and the def2-TZVPD basis",
  "multiplicity": 1,
  "gap_ev": 8.753,
  "charge": 0,
  "fmax_ev_per_a": 4.18,
  "smiles": "C=COC(=O)/C=N\\S",
  "species": ["C", "C", "C", "C", "H", "H", "H", "H", "H", "N", "O", "O", "S"],
  "coordinates": [[-0.62, -1.05, -0.04], [-0.09, 0.29, 0.01], [-0.81, 2.47, -0.56], [-1.79, 3.33, -0.84], [1.85, -1.06, 0.62], [-1.64, -1.11, -0.30], [0.30, 2.87, -0.53], [-2.84, 3.10, -0.73], [-1.47, 4.38, -1.00], [-0.06, -2.16, 0.21], [1.03, 0.68, 0.43], [-1.11, 1.13, -0.27], [1.54, -2.36, 0.48]]
}